[1]
This record from the OMol25 dataset describes the molecule C5H8O. The level of theory is ωB97M-V with the def2-TZVPD basis set.

## Properties
Spin multiplicity: 1
LUMO (Ha): 0.036

Each line ends with the Löwdin charge.
Atoms and positions in Å:
O -0.64 -1.58 1.65  0.028
C 0.32 0.49 -0.68  -0.310
C 0.24 -0.97 -0.85  -0.067
C -0.97 -0.22 -0.27  -0.192
C -1.32 -0.76 1.06  -0.245
C 1.19 1.20 0.31  -0.058
H 1.19 0.68 1.27  0.082
H 0.80 2.21 0.46  0.080
H 0.17 1.02 -1.62  0.134
H -2.31 -0.48 1.47  0.120
H 0.80 -1.54 -0.10  0.111
H 0.16 -1.47 -1.80  0.104
H 2.21 1.28 -0.06  0.079
H -1.83 0.15 -0.84  0.133

***

[2]
This record from the OMol25 dataset describes a structure of composition C7H7Br. The level of theory is ωB97M-V with the def2-TZVPD basis set.

## Properties
Spin multiplicity: 1
LUMO (Ha): 0.031

Each line ends with the Löwdin charge.
Atoms and positions in Å:
Br -3.42 0.03 -0.02  0.806
C 0.63 0.97 -0.07  -0.322
C -0.86 1.26 0.08  -0.126
C 0.99 -0.45 -0.14  -0.152
C -1.63 0.21 -0.08  -0.684
C -0.35 -1.21 -0.12  -0.142
C 1.59 1.90 0.15  0.047
C -0.84 -2.41 0.20  0.009
H -0.12 -3.19 0.22  0.045
H 2.67 1.72 0.05  0.070
H 1.30 -0.50 -1.23  0.143
H 1.22 2.90 0.25  0.047
H -1.25 2.20 0.08  0.073
H -1.90 -2.57 0.33  0.038
H 1.96 -0.85 0.31  0.148

***

[3]
This record from the OMol25 dataset describes the ion C4H9NO2 with charge -2. The level of theory is ωB97M-V with the def2-TZVPD basis set.

## Properties
Net charge: -2
Spin multiplicity: 1
LUMO (Ha): 0.270

Each line ends with the Löwdin charge.
Atoms and positions in Å:
O -0.68 -1.34 2.89  -0.440
O 0.35 2.09 -1.87  -0.360
N -1.00 -0.19 -1.32  -0.014
C 1.07 1.26 -1.21  -0.552
C 0.31 -0.11 -0.65  -0.349
C -0.59 -1.35 1.55  -0.597
C 0.04 -0.01 0.96  -0.183
H 1.51 1.84 -0.32  0.062
H 0.97 0.33 1.54  0.091
H 0.03 -2.16 1.10  0.053
H 1.96 0.90 -1.83  0.050
H -0.69 0.71 1.33  0.073
H -0.99 0.68 -1.84  0.002
H 1.00 -0.90 -0.83  0.069
H -1.60 -1.64 1.09  0.068
H -1.70 -0.09 -0.58  0.027

***

[4]
This record from the OMol25 dataset describes a cluster of 2 separate species, C7H13N in total. The level of theory is ωB97M-V with the def2-TZVPD basis set.

## Properties
Spin multiplicity: 1
LUMO (Ha): 0.030

Each line ends with the Löwdin charge.
Atoms and positions in Å:
N 0.77 0.25 0.02  -0.322
C 1.15 0.49 -1.38  -0.052
C 1.25 1.35 0.89  -0.059
C -1.64 -1.14 -0.70  -0.101
C -1.29 -0.09 0.33  -0.327
C 1.89 -1.99 0.59  0.155
C 1.19 -0.99 0.57  -0.203
C -2.18 0.89 0.62  -0.053
H -1.62 -0.73 -1.71  0.074
H 0.78 2.28 0.57  0.090
H 2.22 0.66 -1.47  0.086
H 0.90 -0.39 -1.97  0.086
H 0.96 1.14 1.91  0.092
H 2.34 1.41 0.86  0.091
H -0.95 -1.98 -0.64  0.061
H -3.24 0.71 0.46  0.038
H 2.07 -3.01 0.83  0.025
H -1.93 1.74 1.24  0.023
H 0.62 1.37 -1.74  0.093
H -0.61 -0.51 1.25  0.125
H -2.66 -1.49 -0.53  0.077

***

[5]
This record from the OMol25 dataset describes a structure of composition C28H18FeIN5O6. The level of theory is ωB97M-V with the def2-TZVPD basis set.

## Properties
Net charge: +1
Spin multiplicity: 2
LUMO (spin up / spin down) (Ha): -0.159 / -0.161

Each line ends with the Löwdin charge.
Atoms and positions in Å:
I 3.44 4.06 -3.05  0.978
Fe 0.39 0.07 -0.01  0.742
O -0.71 -0.89 1.35  -0.012
O -3.84 -6.09 0.08  0.097
O -0.02 -1.34 -1.22  -0.144
O -2.80 4.90 3.53  -0.003
O -1.46 4.05 5.16  -0.002
O -3.37 -6.48 -1.99  0.099
N -3.29 -5.84 -0.97  -0.354
N -0.69 1.23 -1.25  0.042
N 1.94 0.49 -1.19  -0.013
N 1.74 -0.12 1.51  0.046
N -0.11 1.53 1.15  0.051
C 3.35 -1.35 2.75  -0.017
C 2.19 1.75 -1.57  -0.170
C -1.44 -1.89 1.22  -0.078
C -2.35 2.95 -1.36  0.038
C 2.94 -0.72 3.92  -0.005
C -1.75 1.71 -3.32  -0.012
C -2.35 -3.85 0.10  0.072
C -0.85 0.99 -2.56  -0.074
C 1.94 0.24 3.86  0.041
C 2.72 -1.02 1.57  -0.070
C -1.09 2.37 0.76  -0.149
C 0.31 1.53 2.42  -0.162
C -1.24 3.26 2.97  -0.039
C -1.92 4.19 4.02  -0.682
C -1.42 2.20 -0.66  -0.154
C -0.22 2.39 3.35  0.095
C -2.44 -4.64 -1.01  -0.128
C -2.52 2.69 -2.71  -0.006
C 3.82 1.04 -3.15  -0.092
C -0.93 -3.22 -2.24  0.029
C 3.12 2.07 -2.54  -0.709
C 3.57 -0.27 -2.76  -0.013
C 2.62 -0.50 -1.78  -0.104
C -0.79 -2.39 -1.11  -0.278
C -1.74 -4.33 -2.18  0.042
C 1.36 0.52 2.64  -0.162
C -1.67 3.24 1.65  0.093
C -1.52 -2.71 0.06  -0.102
H 4.13 -2.09 2.76  0.121
H 3.01 -1.49 0.64  0.109
H -1.86 -4.98 -3.04  0.132
H -0.39 -2.97 -3.14  0.125
H -1.84 1.49 -4.37  0.121
H 0.10 2.44 4.38  0.131
H 3.41 -0.96 4.87  0.128
H 2.37 -1.51 -1.47  0.115
H -2.90 -4.11 0.99  0.139
H 4.09 -1.10 -3.21  0.124
H -2.91 3.72 -0.86  0.131
H 4.55 1.25 -3.92  0.114
H 1.61 0.76 4.75  0.132
H 1.63 2.53 -1.06  0.109
H -0.24 0.21 -2.98  0.122
H -2.47 3.93 1.39  0.131
H -2.02 -2.19 2.10  0.158
H -3.23 3.26 -3.29  0.127

***

[6]
This record from the OMol25 dataset describes a cluster of 2 separate species, CH2O2S4 in total. The level of theory is ωB97M-V with the def2-TZVPD basis set.

## Properties
Spin multiplicity: 1
LUMO (spin up / spin down) (Ha): -0.050 / -0.050

Each line ends with the Löwdin charge.
Atoms and positions in Å:
S 1.38 1.26 -1.36  0.790
S 1.08 -2.42 0.27  0.110
S -0.76 -1.99 0.37  0.195
S -1.26 -0.30 -1.05  0.463
O 0.79 2.57 -1.46  -0.435
O 1.81 0.89 -0.03  -0.482
C -1.07 -0.15 0.78  -0.708
H -1.95 -0.06 1.38  0.026
H -0.03 0.20 1.11  0.041

***

What are the relative energy (zero: lowest compared OMol25 entry of this formula, charge and spin) values for these records? In order: 139.23; 169.15; 79.60; 588.92; 0.00; 61.62 kJ/mol.